[1]
{
  "formula": "C8H14Br2F3O",
  "method": "the ωB97M-V functional and the def2-TZVPD basis",
  "homo_lumo_gap_ev": 3.94,
  "homo_ev": -1.26,
  "energy_ha": -5835.9200,
  "total_charge": -1,
  "elements": ["C", "H", "H", "H", "C", "H", "F", "H", "H", "C", "Br", "F", "C", "C", "H", "C", "H", "H", "F", "H", "O", "C", "Br", "C", "H", "H", "H", "H"],
  "positions_angstrom": [[1.426, -1.996, -2.749], [3.158, 0.383, -0.988], [1.906, -2.981, -2.273], [-0.317, 1.184, 4.820], [2.589, -0.898, -2.884], [-2.638, 0.857, 4.220], [-2.293, -1.081, -2.608], [1.103, -2.332, -3.848], [2.659, -0.552, -4.023], [-2.239, 0.385, 3.315], [-0.453, 0.105, -4.362], [-1.083, 0.679, -1.574], [2.527, 0.441, -1.975], [-0.876, 0.957, 2.959], [-1.312, 2.995, 3.561], [-0.900, -0.500, -2.503], [-2.954, 0.532, 2.500], [-2.163, -0.687, 3.526], [-0.731, -2.931, -1.948], [3.634, -1.436, -2.675], [0.029, 0.727, 4.035], [-0.958, 2.449, 2.679], [0.422, -1.446, 0.113], [0.093, -1.659, -1.892], [0.032, 2.850, 2.436], [1.453, 0.856, -1.787], [-0.478, 0.439, 2.080], [-1.635, 2.658, 1.844]],
  "atomic_forces_ev_per_a": [[0.3135, -1.5906, -0.4691], [-1.4270, -0.2160, -1.6711], [-1.4247, 2.0982, -0.6734], [0.1114, -0.1811, -0.4063], [1.1388, 1.4410, 0.0876], [0.0302, 0.1276, -0.0808], [3.7950, 1.7786, 0.4067], [0.1823, 0.6965, 2.4462], [-0.3967, -0.9753, 2.0675], [-0.1321, -0.3256, -0.1007], [-0.3800, -0.3456, 1.8887], [0.5841, -3.5866, -2.9755], [-0.1560, -0.8525, 0.4288], [-0.3719, 0.3490, 0.2549], [-0.1202, -0.1085, 0.0010], [-2.7411, 0.6565, 1.6372], [0.0559, -0.0291, 0.0984], [0.0202, 0.1339, -0.1267], [1.6775, 2.7950, -0.0230], [-2.2804, 1.0401, -0.4068], [0.2139, -0.0807, 0.3144], [0.1954, 0.1832, -0.2658], [-0.3747, -0.1114, -1.9521], [-0.3168, -1.9443, -0.5069], [-0.1530, -0.1350, -0.0583], [1.7970, -0.8952, -0.2747], [0.0720, 0.0724, 0.2706], [0.0876, 0.0056, 0.0890]],
  "mulliken_charge": [-0.830, 0.032, 0.239, 0.337, -0.411, 0.333, -0.283, 0.288, 0.140, -1.229, -0.090, -0.188, -0.668, 0.954, 0.335, 0.361, 0.347, 0.319, -0.319, 0.240, -0.546, -1.281, -0.113, 0.570, 0.331, 0.061, -0.277, 0.346]
}



[2]
{
  "formula": "C8H14Br2IN3O2PS",
  "method": "the ωB97M-V functional and the def2-TZVPD basis",
  "homo_lumo_gap_ev": 7.18,
  "homo_ev": -12.29,
  "energy_ha": -6812.7237,
  "smiles": "CC(=O)OCCN(/C(Br)=C(\\C)Br)/C(N[PH2]=S)=[NH+]\\I",
  "total_charge": 1,
  "elements": ["H", "H", "C", "H", "O", "H", "H", "H", "H", "C", "Br", "N", "H", "N", "P", "C", "H", "I", "N", "C", "H", "S", "H", "C", "H", "C", "Br", "H", "O", "H", "C", "C"],
  "positions_angstrom": [[-1.699, -0.042, 3.869], [-2.834, 1.472, 3.716], [-3.151, -0.277, 2.122], [-0.905, 2.060, -1.181], [-3.063, 0.466, 0.855], [-2.046, 2.389, 0.831], [4.780, -0.204, -2.970], [-1.024, 1.003, 1.598], [-3.485, -0.189, 4.472], [0.465, -0.887, 0.187], [0.404, -3.900, 0.661], [2.203, 0.439, -2.356], [1.784, -0.457, -2.681], [0.330, 0.459, -0.402], [3.914, 0.081, -1.855], [0.135, -2.206, -0.413], [0.371, -2.107, -2.787], [1.309, 3.254, 0.977], [2.014, 2.228, -0.680], [1.480, 1.019, -1.148], [4.513, 1.230, -1.165], [3.980, -1.392, -0.563], [-1.414, -1.684, -2.154], [-0.445, -2.302, -1.938], [-0.758, -3.445, -2.098], [-1.019, 0.965, -0.719], [1.219, -0.978, 2.083], [-1.671, 0.366, -1.481], [-3.602, -1.559, 2.050], [2.835, 2.677, -1.184], [-2.812, 0.298, 3.620], [-1.808, 1.223, 0.734]],
  "atomic_forces_ev_per_a": [[-2.3090, 0.6781, -0.6418], [-0.0987, -2.3811, -0.4257], [-2.8354, -6.8496, -0.1729], [-0.0505, -2.4293, 0.8488], [1.8670, -0.8344, 2.9678], [0.3304, -2.5451, -0.3853], [-1.0454, 0.7405, 0.0867], [-1.7865, 0.1278, -1.7950], [1.2461, 0.9390, -2.4134], [-0.2309, -4.1652, -0.8396], [-0.4783, 2.3361, -1.7372], [-0.7257, 1.1690, 3.5370], [0.1349, 0.7837, 0.5915], [2.1907, -1.1290, -1.7786], [1.0076, -1.7595, 1.9808], [0.4875, 4.0071, 0.4810], [-1.6355, -0.2563, 2.0649], [0.3493, -0.4498, -0.6378], [-0.8564, -2.6996, -1.5704], [1.1381, 1.0344, 0.0123], [-0.9731, -0.3430, -1.2875], [-0.2077, 0.8212, -0.9711], [1.9951, -0.9654, 0.7237], [0.0151, -1.8560, -0.1357], [0.6959, 2.5924, 0.3565], [-1.9956, 2.4582, 0.5330], [-0.8217, 0.7008, -2.0840], [1.4105, 0.7488, 1.6026], [3.0029, 8.7238, 0.1556], [-1.6501, -0.8496, 0.6250], [1.0307, 0.2783, 0.0161], [0.7987, 1.3736, 0.2930]],
  "mulliken_charge": [0.191, 0.273, 0.605, 0.307, -0.287, 0.265, 0.194, 0.143, 0.310, -0.384, -0.075, -0.368, 0.364, 0.582, 0.090, 0.268, 0.231, 0.336, -0.415, 0.222, 0.118, -0.232, 0.236, -0.904, 0.340, -0.356, -0.053, 0.130, -0.514, 0.322, -0.721, -0.218]
}



[3]
{
  "formula": "C8H14Br6Cl6",
  "method": "the ωB97M-V functional and the def2-TZVPD basis",
  "homo_lumo_gap_ev": 10.32,
  "homo_ev": -10.05,
  "relative_energy_kcal_mol": 31.5,
  "energy_ha": -18518.4151,
  "smiles": "ClC(Cl)Cl.ClC(Cl)Cl.BrCCBr.BrCCBr.BrCCBr",
  "elements": ["H", "H", "H", "Br", "C", "Cl", "C", "C", "Cl", "H", "H", "C", "Br", "Br", "H", "H", "H", "Br", "Cl", "C", "C", "H", "C", "Br", "H", "Br", "Cl", "H", "H", "Cl", "H", "Cl", "H", "C"],
  "positions_angstrom": [[-15.443, -15.343, 19.082], [-4.884, -19.205, 27.698], [-8.592, -16.821, 16.879], [-4.224, -22.356, 27.401], [-8.229, -15.832, 17.161], [-1.583, -17.704, 9.128], [-4.539, -19.577, 26.733], [-7.277, -23.224, 12.803], [-6.480, -22.416, 14.215], [-15.964, -15.886, 20.649], [-4.911, -18.791, 26.075], [-5.166, -20.929, 26.456], [-7.917, -14.852, 15.440], [-2.571, -19.399, 26.563], [-16.956, -16.694, 17.789], [-6.081, -16.433, 17.023], [-17.693, -17.268, 19.347], [-14.685, -17.788, 19.574], [0.482, -15.796, 10.079], [-15.896, -16.186, 19.604], [-6.814, -15.962, 17.678], [-5.062, -21.307, 25.439], [-1.236, -16.238, 10.154], [-6.842, -17.102, 19.320], [-1.735, -15.325, 9.830], [-18.265, -14.869, 18.875], [-6.132, -23.551, 11.469], [-6.422, -14.982, 17.950], [-6.227, -20.977, 26.699], [-1.654, -16.579, 11.823], [-7.759, -24.174, 13.035], [-8.538, -22.163, 12.067], [-8.932, -15.361, 17.848], [-17.171, -16.462, 18.832]],
  "atomic_forces_ev_per_a": [[0.7075, -0.3169, 0.0912], [0.6806, -0.3340, 0.3443], [-0.1829, 0.2446, -0.0919], [-0.3009, -0.0034, 0.3688], [1.0367, -0.7657, -0.9538], [0.1247, 1.2567, 0.5147], [-0.3981, 0.7827, 0.0031], [0.0440, 0.8365, -0.8569], [-0.6591, -0.8100, -1.0086], [-0.4954, -0.3896, -0.1444], [-0.0387, -0.3909, -0.4698], [0.8314, -0.6247, -0.6357], [-0.6704, -0.1520, 0.6937], [-0.9967, -0.2688, 0.1588], [-0.1076, -0.0426, 0.2372], [-0.5376, -0.0818, -0.1144], [-0.3322, 0.0849, -0.4614], [-0.6655, 0.9301, -0.1053], [0.0117, -0.2111, -0.2052], [0.6950, 0.4031, -0.6008], [0.0766, 0.1240, 1.0586], [0.0252, 0.6279, -0.0954], [0.5559, -0.3899, -0.1397], [0.0209, 0.4699, -0.4916], [-0.4228, -0.6655, -0.2039], [-0.1028, 0.0333, -0.0038], [0.1071, -0.0955, 0.6632], [-0.0095, -0.1915, 0.2577], [0.1972, 0.2119, 0.3247], [-0.2707, 0.0091, 0.0351], [0.2659, 0.3639, 0.4778], [0.2425, -0.2919, 0.7263], [0.2645, 0.3485, -0.3584], [0.3036, -0.7010, 0.9861]],
  "mulliken_charge": [0.375, 0.349, 0.368, -0.127, -0.518, -0.120, -0.594, 0.038, -0.106, 0.402, 0.359, -0.539, -0.174, -0.108, 0.360, 0.412, 0.358, -0.171, -0.121, -0.671, -0.690, 0.302, 0.046, -0.185, 0.298, -0.144, -0.113, 0.392, 0.358, -0.104, 0.302, -0.121, 0.394, -0.509]
}



[4]
{
  "formula": "C8H14BrN5",
  "method": "the ωB97M-V functional and the def2-TZVPD basis",
  "homo_lumo_gap_ev": 6.14,
  "homo_ev": -13.53,
  "relative_energy_kcal_mol": 34.2,
  "energy_ha": -3160.3647,
  "total_charge": 2,
  "elements": ["H", "H", "H", "H", "H", "C", "H", "C", "H", "H", "C", "C", "H", "N", "H", "N", "C", "H", "N", "C", "H", "C", "Br", "H", "C", "N", "N", "H"],
  "positions_angstrom": [[-7.389, 1.102, 0.110], [-5.410, 0.763, -1.829], [-8.894, -0.661, 1.006], [-3.691, 1.114, 2.083], [12.781, -1.057, -1.677], [-2.709, 2.210, 0.524], [-4.873, -1.018, 2.316], [11.854, -2.727, -0.806], [-3.682, 2.285, -2.715], [11.592, -3.040, 0.205], [-2.703, 2.538, -0.825], [-3.688, 2.032, -1.666], [-4.607, -1.781, 0.869], [12.483, -0.796, 0.298], [-1.929, 3.178, -1.223], [-5.269, -1.216, 1.397], [-3.676, 1.364, 1.031], [-1.970, 2.626, 1.189], [-5.589, -0.064, 0.707], [-4.653, 0.847, 0.182], [-7.443, -1.572, 1.441], [-4.666, 1.188, -1.170], [13.189, 0.844, 0.412], [10.952, -2.728, -1.424], [-7.108, 0.171, 0.567], [12.431, -1.427, -0.779], [-7.884, -0.741, 1.040], [12.552, -3.435, -1.263]],
  "atomic_forces_ev_per_a": [[-0.2644, 0.1294, -0.1129], [-0.0505, -0.0526, -0.0468], [0.1269, 0.0057, -0.0210], [0.0406, 0.0016, 0.0600], [0.0780, 0.2866, 0.2812], [0.0332, 0.0636, -0.0671], [-0.0919, 0.0911, -0.2027], [-0.7444, -1.6034, 0.0204], [-0.0230, 0.0228, -0.0987], [0.1335, 0.1188, -0.0844], [-0.1568, -0.1212, -0.0643], [0.2040, 0.2016, 0.1079], [-0.1506, 0.1030, -0.0205], [-0.4666, -1.4355, -0.6773], [-0.0135, 0.0577, -0.0094], [0.1828, -0.3922, 0.2589], [-0.2875, -0.1242, -0.0871], [0.1262, 0.0173, 0.0420], [-6.6662, 0.7371, -0.3810], [0.7780, 0.6216, -0.3788], [0.0029, 0.1542, -0.0419], [-0.0984, -0.2557, 0.3510], [0.2501, 0.3357, -0.4564], [0.0807, 0.2268, 0.0015], [6.4627, -1.4049, 0.8695], [0.6336, 1.8832, 0.7988], [-0.1945, 0.1478, -0.1541], [0.0751, 0.1841, 0.1133]],
  "mulliken_charge": [0.422, 0.436, 0.264, 0.328, 0.367, -0.567, 0.249, -0.659, 0.392, 0.327, -0.501, -0.563, 0.257, -0.279, 0.397, -0.712, -0.322, 0.385, 0.339, 0.424, 0.313, -0.321, 0.240, 0.314, 0.001, 0.377, -0.224, 0.313]
}